# 1
Below is a single C6H13NO molecule at a distorted geometry, with properties calculated with wB97M-V/def2-TZVPD.

Cartesian coordinates (Å):
1 C -0.3220 2.4903 -0.7325
2 C 0.2944 1.2979 0.0070
3 C 0.3287 1.6047 1.5155
4 C -0.6670 0.0509 -0.2574
5 N -0.2618 -1.2666 0.4054
6 C 0.5253 -2.0586 -0.5490
7 C -0.1401 -3.4507 -0.7127
8 O 0.6284 -4.3530 -0.8944
9 H -0.0480 2.4223 -1.8067
10 H -1.3663 2.4751 -0.4029
11 H -0.0357 3.4634 -0.3958
12 H 1.3360 0.8679 -0.2894
13 H 1.3635 1.3045 1.9053
14 H -0.2873 1.0160 2.1143
15 H 0.2241 2.6129 1.8966
16 H -1.6796 0.1019 0.3217
17 H -0.8851 -0.1578 -1.2804
18 H 0.1735 -1.2269 1.3500
19 H 1.5573 -2.1055 -0.0737
20 H 0.5503 -1.5193 -1.4765
21 H -1.2887 -3.5695 -0.6445

spin multiplicity: 1
Kohn-Sham gap: 9.709 eV
SMILES: CC(C)CNCC=O
ΔE to the lowest compared entry with this formula, charge and spin: 3.018 eV
HOMO: -8.75 eV
DFT total energy: -9968.156 eV



# 2
Below is a molecular structure, HN4O4 at a distorted geometry, with properties calculated with wB97M-V/def2-TZVPD.

Cartesian coordinates (Å):
1 N 0.7549 -1.1455 0.9666
2 N 0.5337 1.1877 -0.5494
3 N 0.0255 -0.3575 0.2393
4 N -1.3577 -0.2609 0.1849
5 O 0.2940 1.2020 -1.7844
6 O -1.9596 -1.0880 -0.4624
7 O 1.9876 -0.9827 1.0012
8 O -1.7848 0.6567 0.7960
9 H 1.5065 0.7882 -0.3918

net charge: -1
spin multiplicity: 1
Kohn-Sham gap (alpha / beta): 7.903 / 7.903 eV
ΔE to the lowest compared entry with this formula, charge and spin: 1.555 eV
HOMO (alpha / beta): -3.78 / -3.78 eV
DFT total energy: -14158.853 eV



Which formula does entry 1 have?
C6H13NO



Repeat the first record exactly.
Below is a single C6H13NO molecule at a distorted geometry, with properties calculated with wB97M-V/def2-TZVPD.

Cartesian coordinates (Å):
1 C -0.3220 2.4903 -0.7325
2 C 0.2944 1.2979 0.0070
3 C 0.3287 1.6047 1.5155
4 C -0.6670 0.0509 -0.2574
5 N -0.2618 -1.2666 0.4054
6 C 0.5253 -2.0586 -0.5490
7 C -0.1401 -3.4507 -0.7127
8 O 0.6284 -4.3530 -0.8944
9 H -0.0480 2.4223 -1.8067
10 H -1.3663 2.4751 -0.4029
11 H -0.0357 3.4634 -0.3958
12 H 1.3360 0.8679 -0.2894
13 H 1.3635 1.3045 1.9053
14 H -0.2873 1.0160 2.1143
15 H 0.2241 2.6129 1.8966
16 H -1.6796 0.1019 0.3217
17 H -0.8851 -0.1578 -1.2804
18 H 0.1735 -1.2269 1.3500
19 H 1.5573 -2.1055 -0.0737
20 H 0.5503 -1.5193 -1.4765
21 H -1.2887 -3.5695 -0.6445

spin multiplicity: 1
Kohn-Sham gap: 9.709 eV
SMILES: CC(C)CNCC=O
ΔE to the lowest compared entry with this formula, charge and spin: 3.018 eV
HOMO: -8.75 eV
DFT total energy: -9968.156 eV



The highest DFT total energy belongs to which entry?
C6H13NO